Entry 1:
76
Properties=species:S:1:pos:R:3:forces:R:3 method="wB97M-V/def2-TZVPD" charge=-2 fmax_ev_per_a=1.8 e_tot_ev=-120898.46838
Pb -1.59294 -1.90167 1.64773 0.355 0.136 -0.485
N 3.47456 5.45503 0.80673 0.136 0.271 -0.098
C 3.08176 4.18523 1.23773 -0.036 -0.236 0.032
C 3.59856 3.64933 2.41703 -0.007 0.064 -0.139
C 3.28116 2.35793 2.79493 0.023 -0.037 -0.005
C 2.43906 1.60423 2.00393 -0.035 -0.632 0.035
C 1.89826 2.12813 0.84743 -0.004 0.042 0.036
C 2.22176 3.41373 0.45853 0.081 0.126 0.060
S 2.05286 -0.09907 2.43553 0.190 -0.352 0.177
O 2.71496 -0.39947 3.68653 -0.114 0.413 0.118
O 2.50286 -0.91197 1.31883 0.155 0.123 0.442
N 0.45756 -0.25147 2.51783 1.625 -0.451 -0.560
C -0.27284 0.62993 3.15423 -0.499 1.027 0.593
N 0.27716 1.72963 3.72363 0.068 -0.017 0.273
C -0.52624 2.54563 4.36573 -0.207 0.188 0.075
C -1.89864 2.35393 4.47393 -0.048 -0.024 -0.052
C -2.38874 1.23143 3.81333 -0.061 0.383 0.217
N -1.61294 0.39793 3.16463 0.041 -0.289 -0.031
H 3.77406 6.07283 1.54643 -0.115 0.000 -0.099
H 2.83246 5.89253 0.16283 0.035 0.032 0.137
H 4.26166 4.25273 3.02303 0.079 0.032 0.081
H 3.66746 1.92303 3.70313 0.035 -0.032 0.120
H 1.21546 1.52113 0.27113 -0.067 0.027 -0.068
H 1.82006 3.82523 -0.45897 -0.082 0.023 -0.067
H -0.04284 3.41413 4.81043 -0.077 0.020 0.051
H -2.54474 3.03473 5.01003 0.032 -0.011 -0.016
H -3.44974 1.00973 3.78533 -0.091 -0.036 0.041
S -6.00874 -4.35477 1.27043 0.233 0.025 0.101
Sb -3.73964 -4.63777 1.41783 0.088 0.228 -0.122
S -2.89304 -3.29597 3.31553 -0.488 -0.504 -0.012
S -2.67774 -3.25187 -0.27917 -0.713 -0.939 -0.027
S -2.89784 -6.76647 1.47553 -0.066 0.360 -0.012
N 0.26216 0.08173 -2.24947 0.140 -0.279 -0.211
P 1.17406 -0.70287 -0.98167 0.165 -0.432 -1.261
C 2.69576 -0.71567 -2.04567 -0.064 -0.039 0.188
C 3.50806 0.41063 -1.97317 0.053 -0.037 0.042
C 4.59616 0.55273 -2.81547 0.118 0.150 -0.052
C 4.89316 -0.43827 -3.73827 0.083 -0.042 -0.123
C 4.10126 -1.57327 -3.80527 0.076 -0.016 -0.145
C 3.00826 -1.70887 -2.96577 0.013 -0.072 0.050
C 0.71796 -2.45897 -1.26457 -0.149 0.147 0.200
C -0.11914 -2.92987 -2.26897 0.154 0.052 0.087
C -0.33434 -4.29097 -2.40767 0.148 -0.095 -0.143
C 0.26796 -5.18807 -1.54207 -0.026 -0.059 -0.034
C 1.05646 -4.72097 -0.50347 0.087 -0.078 0.005
C 1.28516 -3.36387 -0.37057 -0.037 0.072 0.057
C -0.71354 0.93283 -1.84477 -0.330 0.394 0.086
C -1.44254 1.76363 -2.70847 -0.047 0.010 -0.015
C -2.38584 2.60013 -2.14897 0.076 0.008 0.123
C -2.58474 2.59733 -0.77307 -0.063 0.166 0.054
C -1.81844 1.73543 -0.00657 -0.304 0.395 -0.122
N -0.90664 0.94073 -0.52687 -0.277 -0.203 0.049
H 0.46466 0.00573 -3.23497 -0.013 -0.015 0.103
H 3.27916 1.17273 -1.24167 0.025 0.115 0.059
H 5.21346 1.44083 -2.75697 0.027 0.014 0.029
H 5.73736 -0.32887 -4.40767 0.052 0.019 0.011
H 4.32426 -2.35427 -4.52287 0.035 -0.001 0.000
H 2.39296 -2.59547 -3.02647 -0.019 -0.059 -0.006
H -0.62694 -2.24017 -2.92707 -0.021 0.110 -0.073
H -0.97954 -4.65327 -3.19467 -0.121 -0.026 -0.016
H 0.09996 -6.24887 -1.65457 -0.113 -0.074 0.036
H 1.48676 -5.41337 0.20803 -0.003 -0.026 0.013
H 1.89866 -2.97347 0.42853 0.101 -0.059 0.150
H -1.26614 1.74133 -3.77607 0.013 -0.021 -0.026
H -2.97194 3.25963 -2.77637 -0.018 -0.009 -0.069
H -3.32654 3.23003 -0.31097 -0.073 0.027 0.040
H -1.93554 1.66893 1.06683 -0.098 0.064 0.059
C -4.54984 -0.31007 -1.42907 -0.164 0.000 0.530
C -5.29474 -0.92827 -0.25427 -0.231 -0.171 -0.555
O -4.77704 -0.42247 0.96533 0.328 0.141 0.269
H -5.04804 -0.57647 -2.35697 -0.047 -0.033 -0.206
H -3.52824 -0.68287 -1.45217 0.119 -0.057 -0.026
H -4.51564 0.77233 -1.32837 -0.070 0.125 -0.077
H -5.19124 -2.01527 -0.30067 -0.061 0.094 0.111
H -6.37174 -0.69497 -0.31317 0.161 0.002 -0.016
H -4.80034 -1.13457 1.61533 -0.093 -0.161 0.027

Entry 2:
75
Properties=species:S:1:pos:R:3:forces:R:3 method="wB97M-V/def2-TZVPD" charge=+1 fmax_ev_per_a=0.7 e_tot_ev=-134202.70872
Y 0.12275 -0.55904 -0.53628 0.171 0.600 0.386
Se 1.57839 4.88907 5.52892 -0.255 -0.326 -0.398
N 1.16857 3.14026 5.48294 0.219 0.330 0.087
C 1.00201 2.82144 4.23156 -0.072 -0.090 -0.005
C 0.67524 1.47088 3.78148 0.001 0.028 0.005
C 0.52718 0.40539 4.66771 -0.019 -0.071 -0.033
C 0.22326 -0.83978 4.16451 0.002 -0.005 -0.025
C 0.07415 -0.99119 2.78966 0.007 0.049 0.009
N 0.21087 0.01892 1.93672 -0.072 -0.126 -0.035
C 0.50792 1.23314 2.41654 0.015 0.093 -0.002
C 0.65424 2.32073 1.43139 -0.028 -0.043 0.064
N 0.47127 2.00422 0.13941 0.028 0.008 -0.031
C 0.60026 2.97067 -0.76171 -0.005 -0.003 -0.009
C 0.90899 4.28776 -0.43686 -0.004 -0.017 0.019
C 1.09568 4.61770 0.88659 -0.005 -0.040 -0.087
C 0.96763 3.61653 1.84687 -0.003 0.038 0.041
C 1.14877 3.88373 3.27234 -0.054 0.011 -0.108
N 1.43479 5.06224 3.74635 0.174 0.027 0.369
H 0.65608 0.57395 5.72825 0.002 0.023 0.008
H 0.10266 -1.69572 4.81252 0.002 0.001 0.016
H -0.15976 -1.94767 2.34411 0.002 -0.012 0.016
H 0.45680 2.67918 -1.79267 -0.003 0.004 -0.004
H 0.99730 5.02502 -1.22166 0.004 0.016 0.002
H 1.33744 5.62557 1.19533 0.004 0.004 0.025
C 4.73564 0.28050 -0.54239 0.024 0.009 0.003
C 3.49224 -0.56524 -0.44773 -0.057 -0.046 -0.003
O 2.40885 0.01516 -0.68269 -0.009 -0.079 0.046
C 3.59018 -1.96896 -0.14004 0.043 0.023 -0.037
C 4.85206 -2.60890 -0.17098 -0.010 -0.088 0.030
C 4.97236 -3.95627 0.03290 0.021 0.087 -0.015
C 3.81472 -4.71182 0.28485 -0.070 -0.094 0.026
C 2.57760 -4.12848 0.35159 0.028 0.067 0.043
C 2.42608 -2.73528 0.16032 0.040 0.120 -0.045
O 1.25870 -2.19226 0.28089 0.030 -0.195 0.044
H 4.44147 1.32214 -0.64125 0.008 0.002 0.007
H 5.32683 -0.00445 -1.41489 -0.019 -0.007 -0.019
H 5.37358 0.15215 0.33096 -0.013 0.009 0.018
H 5.73955 -2.02740 -0.37917 0.011 0.010 -0.006
H 5.93948 -4.43606 -0.00801 0.010 -0.001 0.000
H 3.89995 -5.78168 0.43107 0.019 -0.002 -0.003
H 1.68168 -4.70432 0.54329 -0.006 -0.004 -0.005
C 2.22376 0.02612 -5.87224 -0.039 0.041 0.014
N 1.28230 0.34264 -4.80820 0.047 0.113 0.099
C 0.00113 0.81209 -4.95609 -0.036 -0.156 -0.056
C -0.51461 0.89838 -3.70221 -0.058 0.181 0.059
N 0.44076 0.53295 -2.78033 -0.016 -0.311 -0.104
C 1.50222 0.19680 -3.49206 0.023 0.047 -0.020
H 1.88720 0.50436 -6.78769 0.018 -0.012 -0.010
H 2.27392 -1.05035 -6.02362 0.018 0.009 -0.022
H 3.20646 0.41347 -5.61472 0.022 -0.036 -0.022
H -0.41532 1.01974 -5.92531 -0.046 -0.004 0.000
H -1.50475 1.19834 -3.40590 0.001 0.010 0.001
H 2.43788 -0.15468 -3.09287 0.010 -0.004 0.018
C -4.96753 -3.30334 -2.21421 -0.059 0.029 -0.033
C -4.32462 -2.57433 -1.06187 0.119 0.051 0.065
O -3.37020 -3.44769 -0.42150 -0.093 -0.145 0.124
P -1.82978 -3.07836 -0.35102 0.155 0.309 -0.076
O -1.63270 -1.77855 0.42135 0.021 -0.156 0.029
Te -0.83932 -2.76920 -2.46820 -0.098 -0.283 -0.404
O -1.24639 -4.33754 0.39988 -0.081 0.052 0.029
C -1.72753 -4.67824 1.72937 0.070 0.074 -0.084
C -2.14627 -6.12555 1.73035 -0.035 -0.053 0.019
H -5.72068 -2.66849 -2.68307 0.001 0.012 -0.002
H -5.45608 -4.21345 -1.86908 0.016 -0.018 0.014
H -4.21960 -3.56483 -2.96198 0.009 -0.004 0.005
H -5.04481 -2.29770 -0.29159 -0.030 0.010 -0.038
H -3.80920 -1.67042 -1.39737 -0.046 0.000 -0.037
H -2.55513 -4.02010 1.99887 -0.001 -0.020 0.018
H -0.89548 -4.48761 2.40913 -0.017 -0.045 0.023
H -2.97431 -6.27966 1.03978 0.001 0.004 -0.012
H -2.46852 -6.42677 2.72763 0.008 0.027 0.020
H -1.31810 -6.76561 1.42902 0.013 0.009 -0.010
N -3.17537 1.38371 -0.24358 0.002 0.079 -0.109
C -2.20144 0.88958 -0.62066 -0.042 -0.090 0.104
H -4.01567 1.82569 0.06987 -0.016 -0.031 0.005

Entry 3:
72
Properties=species:S:1:pos:R:3:forces:R:3 method="wB97M-V/def2-TZVPD" spin_multiplicity=3 s_squared=2.057 charge=+2 fmax_ev_per_a=1.0 e_tot_ev=-78846.55286
W -1.85291 -0.80711 -0.39072 0.102 -0.819 -0.514
C -7.03258 -2.61780 -0.39822 0.013 0.000 -0.016
S -6.42014 -1.87619 -1.92271 -0.069 0.058 0.010
C -4.80602 -1.44258 -1.50637 0.118 -0.048 0.118
S -4.01149 -1.90464 -0.03327 -0.091 0.163 -0.034
N -4.12597 -0.75531 -2.39488 -0.041 -0.048 -0.123
N -2.88349 -0.58867 -1.93773 -0.095 0.258 0.084
C -1.81147 0.14971 -2.40442 -0.307 -0.200 -0.123
C -0.68169 -0.68594 -2.83571 -0.266 0.401 -0.087
C 0.22764 -0.38118 -3.83430 0.167 -0.253 0.066
C 1.28111 -1.25883 -4.01627 0.000 0.002 0.016
C 1.40491 -2.36949 -3.18089 0.004 0.001 -0.014
C 0.47860 -2.56947 -2.18108 -0.028 -0.037 -0.006
N -0.56837 -1.74646 -2.01466 0.304 0.139 0.226
H -8.11386 -2.65569 -0.51305 0.002 -0.029 -0.017
H -6.78972 -1.99633 0.45995 -0.026 0.010 0.002
H -6.64735 -3.62604 -0.26859 0.022 0.009 0.018
H -2.02250 1.10250 -2.87194 0.206 0.070 0.045
H 0.09611 0.50019 -4.44563 -0.007 -0.009 -0.015
H 2.00703 -1.08988 -4.80046 -0.003 0.005 -0.005
H 2.21889 -3.06865 -3.30499 -0.002 -0.006 0.005
H 0.56365 -3.40359 -1.49720 0.004 0.006 0.013
O -0.19819 2.20002 2.27402 -0.085 0.091 0.046
H 0.44693 2.88303 2.05552 0.029 -0.052 -0.006
H -0.71093 2.59402 2.98935 0.042 0.005 0.018
N 5.22784 0.83166 1.19766 -0.037 -0.030 -0.002
C 6.34237 1.61456 1.00265 0.010 0.058 -0.026
C 7.64693 1.53068 1.48876 0.007 -0.012 -0.002
C 8.51435 2.51394 1.07244 -0.008 -0.006 0.003
C 8.10973 3.55044 0.20393 0.006 0.007 -0.002
C 6.82423 3.62992 -0.27086 -0.010 -0.002 -0.006
C 5.92251 2.63927 0.13895 0.050 -0.027 0.046
N 4.59447 2.47591 -0.17403 -0.058 0.005 -0.022
C 4.21574 1.39993 0.46650 0.075 0.019 0.021
C 2.85981 0.88766 0.38458 -0.061 -0.033 0.001
C 2.41541 -0.26440 1.03465 0.010 0.021 0.007
C 1.11498 -0.68114 0.86591 0.021 -0.035 -0.033
N 0.21748 -0.02743 0.11032 -0.232 0.189 0.002
C 0.64024 1.10920 -0.48519 -0.065 0.081 0.110
C 1.92290 1.58112 -0.38834 0.026 0.015 0.004
H 5.18377 0.00748 1.76985 0.000 0.004 0.003
H 7.96581 0.74002 2.15422 -0.001 0.000 0.003
H 9.53817 2.49461 1.42037 0.002 0.003 -0.001
H 8.83566 4.29616 -0.08913 0.002 0.000 0.000
H 6.50756 4.42135 -0.93577 -0.001 0.001 0.000
H 3.06530 -0.85148 1.66826 0.001 -0.012 -0.009
H 0.78311 -1.58962 1.34445 0.002 -0.011 -0.028
H -0.10229 1.65527 -1.04870 0.005 -0.014 -0.015
H 2.22174 2.48776 -0.89537 -0.003 -0.005 -0.010
S -1.15603 -4.78103 2.23432 0.009 0.030 -0.011
C -1.49506 -5.08520 0.59015 0.003 -0.018 -0.005
C -1.55362 -3.92442 -0.09682 0.047 0.031 -0.034
N -1.31422 -2.78826 0.66005 -0.228 0.047 0.207
C -1.10881 -3.12573 1.91707 0.178 -0.035 -0.009
H -1.64965 -6.08306 0.21455 0.001 -0.003 0.000
H -1.78386 -3.82564 -1.14483 -0.030 0.002 0.007
H -0.89711 -2.42067 2.70280 -0.023 0.002 0.000
C -2.31943 -0.25720 2.99988 -0.001 0.047 -0.001
C -3.00474 0.72913 2.14334 0.072 -0.019 0.011
C -3.91169 1.74516 2.57504 0.065 0.025 -0.004
C -4.23484 2.45792 1.46616 -0.013 0.034 0.037
C -3.53115 1.86696 0.36547 0.028 -0.085 -0.009
C -3.56760 2.38575 -1.01582 -0.032 -0.006 -0.001
N -2.80511 0.79171 0.79865 0.197 0.015 0.058
H -2.21845 0.11902 4.01695 -0.028 -0.013 0.007
H -1.31989 -0.44592 2.60471 0.004 0.020 0.042
H -2.89459 -1.18787 3.04756 0.018 -0.013 -0.040
H -4.23367 1.89881 3.59236 -0.006 -0.002 0.002
H -4.87845 3.31901 1.38554 -0.001 0.001 -0.002
H -4.11058 3.32726 -1.04064 -0.003 -0.004 -0.006
H -4.07034 1.68823 -1.69081 0.007 -0.006 -0.001
H -2.55711 2.55754 -1.38756 0.003 0.016 0.003

Entry 4:
86
Properties=species:S:1:pos:R:3:forces:R:3 method="wB97M-V/def2-TZVPD" fmax_ev_per_a=0.7 e_tot_ev=-128029.15653
Sc 0.06541 0.28953 1.05677 0.238 0.319 0.599
C -0.39474 2.86446 3.05871 0.016 0.010 0.042
N 0.76188 2.22286 2.42082 -0.101 -0.101 -0.186
C 1.38403 3.12011 1.45717 0.070 0.066 0.022
C 0.40078 3.34374 0.31307 -0.103 0.013 0.036
N -0.47716 2.18135 0.21697 -0.026 -0.161 -0.624
C -1.65259 2.36881 -0.46390 0.100 0.070 0.077
C -2.61725 1.37964 -0.30045 0.070 0.180 -0.208
F -2.22644 0.35070 0.50102 -0.047 -0.294 0.340
C -3.85260 1.34627 -0.88990 -0.002 0.109 -0.066
F -4.69719 0.33618 -0.66743 -0.083 -0.053 0.017
C -4.21118 2.39766 -1.71113 0.029 0.015 0.022
F -5.40648 2.41748 -2.30248 -0.149 0.010 -0.086
C -3.30677 3.42523 -1.90261 0.036 -0.109 0.058
F -3.63085 4.43086 -2.70918 -0.052 0.141 -0.107
C -2.06096 3.41903 -1.29966 0.025 -0.112 0.001
F -1.23565 4.42516 -1.62138 0.091 0.097 0.021
C 1.67583 1.71382 3.42495 0.105 -0.036 0.015
C 0.98315 0.60348 4.18545 0.026 0.033 0.027
N 0.12423 -0.13639 3.26671 -0.065 -0.109 -0.041
C -0.43206 -1.25855 3.80438 0.024 0.070 0.058
C -1.23710 -2.02307 2.95903 0.045 -0.096 0.136
F -1.35696 -1.53371 1.70558 -0.193 -0.024 -0.244
C -1.85886 -3.20509 3.26429 0.057 0.012 0.066
F -2.57664 -3.85519 2.34358 -0.055 -0.044 -0.091
C -1.70594 -3.72683 4.53501 -0.007 0.039 -0.024
F -2.28301 -4.88295 4.87976 -0.049 -0.106 0.030
C -0.94302 -3.01238 5.43586 0.017 0.061 -0.080
F -0.78488 -3.48816 6.67066 0.016 -0.064 0.165
C -0.32782 -1.81837 5.09442 -0.016 -0.005 -0.053
F 0.37946 -1.23488 6.08117 0.053 0.059 0.042
H -0.06709 3.71821 3.66551 0.001 0.003 0.002
H -0.90949 2.14864 3.69487 0.000 0.009 -0.004
H -1.09481 3.20752 2.30279 0.018 0.020 0.006
H 2.29306 2.64700 1.09703 0.002 0.042 0.012
H 1.67395 4.07325 1.91873 -0.063 0.037 0.022
H 0.95752 3.53853 -0.60680 -0.005 -0.050 -0.082
H -0.18739 4.24327 0.51146 -0.026 0.037 0.004
H 2.02263 2.50213 4.10623 -0.013 0.027 0.022
H 2.55274 1.32051 2.91207 -0.037 0.001 0.027
H 0.41131 1.02177 5.02061 -0.019 0.005 0.010
H 1.75519 -0.02786 4.62778 0.023 -0.084 -0.001
C -3.23987 -2.31535 -0.82961 0.009 0.022 -0.013
N -2.57490 -1.86268 -2.03977 0.102 0.096 0.031
C -3.16407 -1.79781 -3.28813 0.011 -0.021 0.010
C -2.16330 -1.60908 -4.17373 -0.011 0.017 -0.093
N -0.97291 -1.55900 -3.48870 0.019 -0.157 0.152
B 0.42077 -1.67640 -4.18076 -0.082 0.036 -0.073
N 1.19764 -0.31097 -4.26132 0.125 0.007 0.028
C 2.53186 -0.32710 -4.62045 -0.057 0.042 -0.085
C 2.98337 0.94690 -4.66300 -0.054 0.012 -0.158
N 1.91088 1.75116 -4.33143 0.020 0.008 0.057
C 1.91446 3.19348 -4.21827 0.025 -0.045 -0.011
C 0.80787 0.97491 -4.09069 -0.009 -0.026 -0.171
S -0.69153 1.60045 -3.64340 0.009 0.032 0.060
C -1.23935 -1.68615 -2.18017 -0.067 -0.034 -0.044
S -0.07401 -1.72348 -0.90535 -0.136 -0.077 -0.064
H -4.26282 -2.57916 -1.08789 0.013 0.020 0.018
H -3.24932 -1.54448 -0.06816 -0.004 -0.070 -0.005
H -2.72522 -3.19135 -0.44004 0.011 -0.024 0.024
H -4.22840 -1.88952 -3.41823 0.046 0.001 0.001
H -2.18895 -1.49859 -5.24290 -0.007 -0.007 0.038
H 0.22374 -2.07147 -5.30747 -0.039 0.042 0.003
H 1.10708 -2.44067 -3.54851 0.030 0.001 -0.025
H 3.03587 -1.25328 -4.84348 -0.023 0.034 0.013
H 3.94337 1.35338 -4.93419 -0.033 -0.015 0.002
H 2.91267 3.55653 -4.45472 0.000 0.000 -0.004
H 1.63684 3.49151 -3.20784 -0.007 0.004 0.027
H 1.18675 3.62573 -4.90211 -0.013 0.005 -0.017
N 1.59456 -4.46815 3.13338 -0.035 -0.012 -0.015
C 1.33381 -3.72496 2.04059 0.010 0.006 0.037
N 0.48726 -4.24295 1.14615 -0.024 -0.026 -0.004
S 2.06990 -2.22402 1.83153 0.059 -0.016 -0.101
H 1.22469 -5.39524 3.25622 0.013 0.017 0.000
H 2.23276 -4.09861 3.81336 0.008 0.011 0.018
H -0.02054 -5.09108 1.33304 -0.002 -0.003 -0.005
H 0.22853 -3.68030 0.34042 -0.005 0.029 -0.009
N 3.51976 0.14811 -1.64897 0.112 -0.017 0.273
C 4.30137 0.36022 -0.53672 -0.028 0.025 -0.053
C 3.43167 0.56464 0.48161 0.007 -0.108 0.008
N 2.12677 0.47870 0.01263 0.238 -0.164 0.193
C 2.23838 0.21687 -1.27878 -0.082 0.352 0.062
H 3.81131 -0.02268 -2.59811 -0.016 0.013 -0.074
H 5.37653 0.34154 -0.56772 -0.046 -0.009 0.014
H 3.67874 0.74403 1.51277 -0.049 -0.060 -0.055
H 1.41972 0.08260 -1.95858 0.008 0.022 0.030